Computed, not measured: C5H8O in the gas phase, with wB97M-V/def2-TZVPD.

Computed properties:
- Molar mass: 84.1 Da
- Maximum force: 0.01008 hartree/bohr
- HOMO-LUMO gap: 10.8643 eV
- SMILES string: O=CCC1CC1
- LUMO level: 0.040 Eh
- HOMO: -0.3592 Ha
- Relative energy (zero: lowest compared OMol25 entry of this formula, charge and spin): 32.58 kcal/mol

Geometry (Å):
C: 0.650 -0.335 1.426
H: 0.621 1.880 1.132
C: 1.155 0.969 0.874
H: 1.361 -1.102 1.719
H: -1.658 0.238 0.134
H: -1.588 -0.503 -2.635
H: 1.166 -0.563 -0.693
C: 0.488 -0.026 -0.032
C: -0.879 0.234 -0.644
H: -0.245 -0.300 2.043
O: -1.106 -2.033 -1.429
H: -0.923 1.207 -1.149
H: 2.228 1.105 0.763
C: -1.231 -0.852 -1.644

=====

Computed, not measured: 2 unconnected molecules or ions with the total composition C8H12N2S, with wB97M-V/def2-TZVPD.

Computed properties:
- Molar mass: 168.3 Da
- Maximum force: 0.07792 hartree/bohr
- HOMO-LUMO gap (spin up / spin down): 6.2305 / 6.7254 eV
- LUMO level (spin up / spin down): -0.075 / -0.067 Eh
- HOMO (spin up / spin down): -0.3040 / -0.3137 Ha
- Relative energy (zero: lowest compared OMol25 entry of this formula, charge and spin): 167.64 kcal/mol

Geometry (Å):
N: -1.765 -2.387 -1.732
H: -0.794 1.374 -1.589
C: 0.212 1.074 0.450
H: 2.014 1.868 0.578
H: 1.669 1.137 -1.100
C: -1.677 -1.234 -1.054
N: -0.546 -1.202 -0.307
C: -0.650 1.765 -0.604
H: 2.055 0.221 0.340
C: 0.193 -0.386 0.423
C: 1.651 1.113 0.006
H: 0.988 -2.669 0.124
H: 0.144 2.683 1.808
H: -0.420 2.740 -0.777
H: -0.794 -4.225 -1.576
C: -0.054 1.625 1.820
H: -1.066 1.386 2.147
H: -2.425 -0.529 -0.935
H: -1.634 1.894 -0.136
H: 0.524 1.112 2.608
C: -0.693 -3.166 -1.346
S: 3.007 -1.672 1.298
C: 0.062 -2.524 -0.446

=====

Computed, not measured: a molecular structure, C4H9NS3, with wB97M-V/def2-TZVPD.

Computed properties:
- Molar mass: 167.3 Da
- Maximum force: 0.04649 hartree/bohr
- HOMO-LUMO gap: 9.0660 eV
- LUMO level: 0.022 Eh
- HOMO: -0.3109 Ha
- Relative energy (zero: lowest compared OMol25 entry of this formula, charge and spin): 35.30 kcal/mol

Geometry (Å):
S: -0.892 2.548 -1.184
N: 1.311 0.870 -1.787
S: 1.853 -0.704 -1.558
H: 1.739 0.040 1.271
H: -1.954 0.697 0.016
S: 0.635 1.573 -0.453
H: 0.468 0.723 2.291
H: 0.774 1.161 -2.591
C: -1.514 -0.129 0.490
H: 0.551 -0.920 2.124
H: -0.622 -1.283 -1.316
C: 0.340 -1.228 -0.668
H: -1.737 -0.110 1.554
H: -2.130 -0.824 0.020
C: 0.737 -0.042 1.578
H: 0.481 -2.248 -0.093
C: -0.040 -0.125 0.306

=====

Computed, not measured: a molecular structure, C32H35IrN8O3P, with wB97M-V/def2-TZVPD.

Computed properties:
- Molar mass: 802.9 Da
- Maximum force: 0.00168 hartree/bohr
- HOMO-LUMO gap (spin up / spin down): 7.5916 / 5.5100 eV
- Net charge: +2
- ⟨S²⟩: 0.768
- Spin multiplicity: 2
- LUMO level (spin up / spin down): -0.219 / -0.297 Eh
- HOMO (spin up / spin down): -0.4976 / -0.4996 Ha
- Relative energy (zero: lowest compared OMol25 entry of this formula, charge and spin): 0.00 kcal/mol

Geometry (Å):
C: 0.430 3.720 -1.446
C: 0.237 2.837 2.424
H: -4.347 1.539 -0.275
C: -0.649 -4.633 -0.903
H: -1.864 0.774 3.291
H: 0.261 -4.904 -1.443
P: 0.399 1.000 2.405
H: -0.720 3.132 1.984
H: 4.947 -1.767 1.162
H: -0.618 -3.773 -3.381
C: -0.862 0.569 3.678
H: 0.284 -2.821 2.175
C: -3.841 0.699 0.182
O: -1.493 -4.667 1.400
C: 1.932 0.819 3.412
O: -2.289 2.701 -1.071
H: -0.715 3.302 5.595
H: -2.249 -5.250 1.516
C: 0.686 1.079 5.470
H: 2.421 3.369 3.773
H: 2.039 -4.270 3.115
C: 3.226 0.003 0.191
H: 1.670 3.519 5.367
H: 0.251 -2.400 -5.255
C: 1.614 3.002 4.409
H: -0.575 4.072 -1.613
H: 1.370 5.451 -2.229
H: 1.154 -0.114 -4.727
N: 0.268 -1.062 -1.623
C: 0.740 -0.330 -2.650
H: -4.277 -2.143 1.957
N: -1.755 -0.385 0.638
H: 1.031 3.286 1.821
C: 1.327 -2.616 1.971
H: -5.599 -0.283 0.935
C: 1.518 4.475 -1.786
H: -1.714 2.997 4.168
C: -0.223 -2.783 -3.199
C: -2.466 0.636 0.102
C: 0.260 -2.020 -4.242
N: -0.628 1.350 4.885
N: 1.601 -1.559 1.200
C: -0.570 -5.264 0.483
C: 2.898 -1.270 0.944
H: -1.836 -2.860 -0.673
C: 3.087 2.782 -1.021
H: -0.805 -0.499 3.906
H: 0.427 -5.093 0.895
C: 2.840 4.008 -1.575
C: -1.717 1.771 -0.562
H: 2.110 -0.236 3.635
C: -3.793 -1.340 1.419
H: 4.092 2.423 -0.869
H: 0.733 1.576 6.438
C: 0.757 -0.759 -3.957
N: 0.324 3.321 3.795
C: -0.778 -3.112 -0.779
N: 2.082 0.734 -0.078
H: 4.435 -3.783 2.583
C: -0.750 2.788 4.634
N: -0.346 1.591 -0.469
H: -0.715 -6.343 0.435
H: 1.126 0.648 -2.415
N: 1.798 1.570 4.654
C: 0.636 2.452 -0.864
C: 1.995 1.974 -0.644
C: 3.934 -2.052 1.411
C: -0.215 -2.294 -1.899
H: 2.790 1.192 2.845
H: 3.672 4.637 -1.863
Ir: 0.321 -0.070 0.385
H: -0.305 -2.781 0.140
H: 0.798 0.005 5.629
O: 4.359 0.309 -0.080
H: -1.826 -2.158 1.693
C: 2.317 -3.432 2.490
C: -2.415 -1.348 1.288
C: 3.642 -3.158 2.196
H: -1.489 -5.043 -1.467
C: -4.521 -0.308 0.853

=====

Computed, not measured: 2 unconnected molecules or ions with the total composition C11H17N2, with wB97M-V/def2-TZVPD.

Computed properties:
- Molar mass: 177.3 Da
- Maximum force: 0.07869 hartree/bohr
- HOMO-LUMO gap: 8.4335 eV
- Net charge: +1
- LUMO level: -0.116 Eh
- HOMO: -0.4264 Ha
- Relative energy (zero: lowest compared OMol25 entry of this formula, charge and spin): 53.59 kcal/mol

Geometry (Å):
C: 0.755 -0.952 0.763
N: -1.467 2.745 -3.896
N: -0.997 2.075 -1.774
H: 0.360 -2.700 2.032
H: -0.260 -0.962 -1.854
H: -2.653 -0.487 0.893
H: -1.700 2.486 -4.820
C: 3.113 -0.409 0.595
C: 2.466 -2.317 1.950
C: -1.279 1.815 -3.020
H: -0.619 -0.039 3.067
H: -1.168 1.153 -1.149
H: -2.108 -0.746 -1.282
C: -0.979 -0.683 -1.060
H: -1.144 1.203 1.769
H: -0.913 3.050 -1.412
C: -0.679 -0.774 0.295
C: -1.726 -0.730 1.403
H: 4.007 0.301 0.236
H: 4.514 -1.734 1.413
C: 1.154 -2.100 1.660
H: -1.238 0.774 -3.264
H: -2.240 0.689 3.055
C: 3.447 -1.552 1.317
H: -1.187 3.751 -3.602
C: -1.368 0.305 2.375
H: 2.757 -3.144 2.588
H: -1.950 -1.686 1.830
H: 1.344 0.783 -0.366
C: 1.755 -0.115 0.258

=====

Computed, not measured: 2 unconnected molecules or ions with the total composition C3H8O2, with wB97M-V/def2-TZVPD.

Computed properties:
- Molar mass: 76.1 Da
- Maximum force: 0.05073 hartree/bohr
- HOMO-LUMO gap: 10.7823 eV
- SMILES string: CC=O.CO
- LUMO level: 0.030 Eh
- HOMO: -0.3658 Ha
- Relative energy (zero: lowest compared OMol25 entry of this formula, charge and spin): 45.65 kcal/mol

Geometry (Å):
H: -1.152 0.703 -0.350
H: -2.424 1.262 -1.320
H: 2.076 -1.714 -0.397
C: -2.159 0.540 -0.514
H: 3.645 0.140 0.747
C: 1.582 -0.923 0.137
H: -3.074 -0.152 0.975
O: -2.975 0.715 0.624
C: 2.571 0.294 0.349
H: -2.171 -0.489 -0.808
H: 1.148 -1.154 1.157
O: 2.201 1.366 -0.121
H: 0.733 -0.586 -0.477

=====

Computed, not measured: C5H14N2S in the gas phase, with wB97M-V/def2-TZVPD.

Computed properties:
- Molar mass: 134.2 Da
- Maximum force: 0.05512 hartree/bohr
- HOMO-LUMO gap: 9.2892 eV
- SMILES string: CNCCNCCS
- LUMO level: 0.036 Eh
- HOMO: -0.3056 Ha
- Relative energy (zero: lowest compared OMol25 entry of this formula, charge and spin): 30.99 kcal/mol

Geometry (Å):
H: -1.040 1.452 0.912
H: -1.491 1.989 -0.813
H: 2.005 1.004 1.197
C: -0.847 2.084 0.043
S: -1.237 3.806 0.608
H: 2.216 -0.807 -0.221
H: -0.263 -1.059 1.387
N: -0.026 -2.745 0.140
H: 1.181 2.907 0.255
H: -1.902 -1.931 -0.368
H: -1.450 -3.503 -1.097
C: 0.487 -1.601 0.785
H: -2.408 4.133 0.091
C: 0.730 1.984 -0.055
H: -0.826 -1.862 -1.693
N: 1.170 0.807 0.669
H: 1.309 -1.789 1.480
C: 1.186 -0.441 -0.063
C: -1.085 -2.488 -0.827
H: 0.616 -3.417 -0.258
H: 0.951 1.895 -1.126
H: 0.727 -0.417 -1.046

=====

Computed, not measured: C4H8OS in the gas phase, with wB97M-V/def2-TZVPD.

Computed properties:
- Molar mass: 104.2 Da
- Maximum force: 0.07338 hartree/bohr
- HOMO-LUMO gap: 9.0525 eV
- SMILES string: CCC(=S)OC
- LUMO level: 0.019 Eh
- HOMO: -0.3137 Ha
- Relative energy (zero: lowest compared OMol25 entry of this formula, charge and spin): 59.91 kcal/mol

Geometry (Å):
O: 0.438 1.161 -0.252
S: 0.826 -0.166 2.070
H: -1.174 -1.080 -1.540
H: -0.574 -2.837 -0.922
C: -0.377 2.310 0.509
C: 0.586 0.062 0.434
H: 1.046 -0.757 -1.541
H: 0.476 3.052 0.850
C: 0.813 -1.142 -0.487
H: -1.097 -1.668 0.548
H: 1.594 -1.914 -0.126
H: -0.865 1.872 1.407
C: -0.630 -1.691 -0.584
H: -1.063 2.798 -0.366

=====

Computed, not measured: 2 unconnected molecules or ions with the total composition C5H9NO2, with wB97M-V/def2-TZVPD.

Computed properties:
- Molar mass: 115.1 Da
- Maximum force: 0.11127 hartree/bohr
- HOMO-LUMO gap: 4.0020 eV
- LUMO level: -0.185 Eh
- HOMO: -0.3325 Ha
- Relative energy (zero: lowest compared OMol25 entry of this formula, charge and spin): 231.70 kcal/mol

Geometry (Å):
C: 0.342 0.089 0.526
C: 2.603 0.165 0.094
C: -0.099 0.395 -0.969
H: -1.743 1.449 -2.019
O: 2.420 -0.699 -0.819
H: 0.291 -0.436 -1.561
H: -2.568 -0.516 0.225
H: -2.289 -1.826 2.199
H: -3.722 0.362 -1.066
C: -2.726 0.263 -0.529
H: 0.144 -0.977 0.673
H: 3.514 0.626 0.328
C: -1.570 0.770 -1.186
N: 1.714 0.531 1.005
O: -2.036 -1.117 1.648
H: -0.431 0.683 1.163
H: 0.439 1.356 -1.231

=====

Computed, not measured: 2 unconnected molecules or ions with the total composition C6H6IN3, with wB97M-V/def2-TZVPD.

Computed properties:
- Molar mass: 247.0 Da
- Maximum force: 0.06460 hartree/bohr
- HOMO-LUMO gap (spin up / spin down): 7.9408 / 7.9388 eV
- LUMO level (spin up / spin down): -0.028 / -0.028 Eh
- HOMO (spin up / spin down): -0.3196 / -0.3195 Ha
- Relative energy (zero: lowest compared OMol25 entry of this formula, charge and spin): 6.00 kcal/mol

Geometry (Å):
N: 2.203 0.812 0.935
H: -0.976 -0.242 -1.715
H: -1.211 1.408 -0.919
H: 3.083 -1.129 0.903
C: 2.261 -0.513 0.597
N: 0.410 0.285 -0.252
N: -1.838 -3.028 -0.048
C: -2.356 -0.594 0.467
C: -0.785 0.418 -0.883
C: -2.093 -1.937 0.215
C: 1.173 -0.858 -0.142
C: 1.098 1.258 0.435
H: 0.746 2.269 0.507
H: -2.077 -0.194 1.432
H: 0.865 -1.794 -0.561
I: -4.207 0.148 -0.235

=====

Computed, not measured: C4H7NO in the gas phase, with wB97M-V/def2-TZVPD.

Computed properties:
- Molar mass: 85.1 Da
- Maximum force: 0.02496 hartree/bohr
- HOMO-LUMO gap: 12.0257 eV
- SMILES string: CC[C@@H](O)C#N
- LUMO level: 0.029 Eh
- HOMO: -0.4133 Ha
- Relative energy (zero: lowest compared OMol25 entry of this formula, charge and spin): 30.43 kcal/mol

Geometry (Å):
N: 0.535 1.852 -1.921
C: -0.117 -0.824 0.313
H: 0.709 0.987 1.155
H: 2.733 0.856 -0.168
H: -2.006 0.137 0.992
H: 0.022 -1.344 1.270
C: 0.846 0.397 0.230
H: 0.160 -1.524 -0.480
O: 2.217 0.042 0.004
H: -2.217 -1.392 0.152
C: 0.555 1.230 -0.947
H: -1.822 0.055 -0.769
C: -1.615 -0.474 0.168

=====

Computed, not measured: a molecular structure, C40H37GeNO2S4SbTi, with wB97M-V/def2-TZVPD.

Computed properties:
- Molar mass: 934.2 Da
- Maximum force: 0.01972 hartree/bohr
- HOMO-LUMO gap (spin up / spin down): 5.4506 / 5.4877 eV
- Net charge: -2
- ⟨S²⟩: 0.761
- Spin multiplicity: 2
- LUMO level (spin up / spin down): 0.138 / 0.138 Eh
- HOMO (spin up / spin down): -0.0620 / -0.0636 Ha
- Relative energy (zero: lowest compared OMol25 entry of this formula, charge and spin): 13.83 kcal/mol

Geometry (Å):
C: -2.742 0.676 3.019
C: -1.677 1.237 2.329
C: 1.817 1.184 -2.291
C: -0.143 -4.304 -2.412
C: -2.081 -3.224 0.181
S: 0.054 -5.239 3.691
C: 2.249 1.815 -1.111
H: -3.451 2.348 -3.904
S: 0.558 -1.494 1.239
C: 3.928 3.838 4.151
H: -3.859 -1.053 -1.702
C: 1.875 3.994 2.937
C: 2.730 1.812 3.569
H: 2.314 0.280 -2.623
C: 1.563 -5.040 -3.947
C: 0.665 1.292 -4.534
H: 2.536 -0.107 4.559
H: -5.671 -1.927 -0.309
C: -4.663 -2.306 -0.171
C: 1.748 2.605 2.959
H: -2.870 -4.469 1.725
C: -4.406 -3.270 0.793
C: 0.573 -5.330 -3.021
H: -0.282 1.655 -4.933
H: -1.269 0.186 6.015
H: 5.616 2.263 5.343
C: -0.452 1.456 2.988
C: -3.167 0.803 -5.372
H: 1.366 -1.669 -3.875
C: -1.783 -0.572 -3.342
C: -1.951 -1.131 -4.609
H: 0.573 1.264 4.866
Sb: -0.255 -3.064 4.253
H: 1.841 -0.055 2.951
H: 1.092 4.581 2.470
H: -3.439 -0.194 4.854
H: 0.320 2.608 1.523
H: -2.222 1.160 -2.139
C: -2.335 0.694 -3.114
C: 1.122 -2.699 -3.632
C: -2.317 -2.254 -0.800
N: 0.633 2.032 2.290
H: -5.209 -3.649 1.415
C: -2.626 -0.452 -5.618
H: 4.783 4.311 4.624
Ge: -0.818 -1.443 -1.822
H: -3.665 0.518 2.476
C: 1.751 3.093 -0.785
C: 3.814 2.453 4.186
H: 2.127 -5.838 -4.416
C: 2.664 0.313 3.557
H: 2.117 3.590 0.106
C: -0.351 1.107 4.332
C: -2.618 0.293 4.344
Ti: 0.612 0.231 -0.354
H: 0.619 0.205 -4.514
C: -3.108 -3.732 0.966
H: 1.468 1.584 -5.218
H: 5.379 0.974 4.152
H: 0.358 -6.360 -2.759
H: 0.398 4.653 -1.323
O: -0.878 1.330 0.095
C: 4.871 1.626 4.865
H: -0.914 -4.560 -1.698
H: -2.736 -0.907 -6.596
H: 3.060 5.691 3.494
C: -1.413 0.511 4.992
C: -1.905 1.574 0.881
S: 2.361 -1.241 0.200
H: -0.299 3.566 -3.437
H: -1.075 -3.573 0.375
H: -1.535 -2.112 -4.817
C: -3.630 -1.808 -0.958
C: 1.834 -3.714 -4.256
C: 0.414 3.072 -2.788
H: 4.433 0.972 5.621
C: 2.968 4.612 3.518
C: 0.939 1.856 -3.170
H: -3.701 1.331 -6.154
H: 2.611 -3.469 -4.973
H: 3.081 1.406 -0.554
O: -2.957 2.021 0.477
H: 3.583 -0.106 3.144
C: 0.815 3.691 -1.593
C: -3.026 1.372 -4.112
C: 0.117 -2.964 -2.700
S: 1.152 -2.412 5.930